Record 1
11
Properties=species:S:1:pos:R:3:forces:R:3:mulliken_charge:R:1 method="wB97M-V/def2-TZVPD" homo_ev=-9.625 gap_ev=8.628 multiplicity=1 de_lowest_ev=2.346
P 0.1699 1.1200 -0.6149 -0.3 -1.8 -2.7 -0.163
Si -1.6711 0.7813 0.6564 -1.1 0.0 1.5 0.340
O 1.3443 0.0178 1.4120 0.0 -1.3 -0.7 -0.559
N 1.5993 -1.1073 -0.5968 3.1 -4.1 -0.3 -0.449
C 1.1353 -0.2050 0.2178 -0.6 3.3 0.9 0.660
H -2.9193 0.5362 -0.0660 -0.1 0.1 -0.6 -0.119
H -1.8875 -0.1847 1.8549 0.9 0.5 -1.0 -0.065
H -1.7925 2.1461 1.2660 0.0 -0.3 -0.1 -0.085
H 2.2265 -1.8311 -0.1930 -0.6 0.8 -0.1 0.261
H 0.0631 -0.1934 -2.3292 -0.5 2.2 2.4 -0.034
H 1.7321 -1.0798 -1.6072 -0.9 0.7 0.7 0.213



Record 2
9
Properties=species:S:1:pos:R:3:forces:R:3:mulliken_charge:R:1 method="wB97M-V/def2-TZVPD" homo_ev=-9.333 gap_ev=9.420 multiplicity=1 de_lowest_ev=0.102 smiles="S=c1[nH][nH]c(=S)o1"
S -2.2220 -0.6169 -1.6826 0.2 0.1 0.2 -0.331
S 0.8926 2.3059 1.4310 0.0 -0.2 -0.1 -0.330
O -0.7956 1.0175 -0.1522 -0.1 0.1 0.0 -0.219
N 0.0022 -1.0210 -0.2113 -0.3 -0.1 -0.3 -0.158
N 0.9524 -0.1841 0.3829 0.4 0.0 0.6 -0.165
C 0.3669 1.0442 0.5669 0.2 0.0 0.0 0.304
C -1.0076 -0.2200 -0.6864 0.0 -0.4 -0.2 0.305
H 0.3569 -1.7448 -0.8305 -0.1 0.3 0.1 0.294
H 1.4543 -0.5808 1.1821 -0.3 0.3 -0.4 0.299



Record 3
148
Properties=species:S:1:pos:R:3:forces:R:3:mulliken_charge:R:1 method="wB97M-V/def2-TZVPD" homo_ev=-11.454 gap_ev=9.215 multiplicity=1 charge=+1
Br 0.5084 7.0960 3.5458 -0.2 -0.2 -0.2 -0.049
Br -2.6322 6.8581 2.3759 0.5 -0.5 -0.2 -0.051
Cl -0.2505 -2.9386 6.1328 -0.3 -0.3 -0.1 -0.068
Cl -3.1657 -3.1063 6.4295 0.2 0.0 0.3 -0.150
Cl -5.6789 -12.7351 -4.1658 0.0 0.0 0.0 -0.148
Cl -1.0637 -9.1949 -3.0475 0.0 0.2 0.0 -0.173
Cl 1.7130 -4.6833 7.8752 0.2 -0.1 0.1 -0.133
Cl 0.3888 9.5436 6.1628 0.0 0.0 -0.1 -0.160
Cl -0.0098 -4.3432 -2.3364 0.1 0.0 0.1 -0.105
Cl 2.8975 1.7418 7.7638 0.0 0.0 0.0 -0.162
Cl 3.5742 -4.3163 -4.6353 0.0 0.0 0.0 -0.148
Cl -1.2631 -6.6362 -4.4650 -1.5 0.4 0.5 -0.197
Cl 3.8597 -8.0594 -4.8739 0.1 -0.1 0.0 -0.182
Cl -5.0015 7.7758 -6.3260 0.0 0.0 0.0 -0.150
Cl -2.2971 -7.9508 0.6881 0.0 0.0 -0.1 -0.154
Cl 3.1079 10.4715 6.7377 0.0 0.0 0.0 -0.147
Cl -3.6986 3.1609 -0.7341 -0.2 0.3 0.1 0.062
Cl -3.6616 5.8979 -1.7549 0.0 0.0 0.0 -0.151
Cl 4.2739 -4.3452 -1.7917 0.2 -0.2 0.1 -0.131
Cl 0.2988 -6.7913 1.3997 0.0 0.0 0.0 -0.166
Cl 3.0545 -4.2777 5.2911 0.0 0.0 0.0 -0.098
Cl -3.2075 9.1573 -4.4652 0.0 0.0 0.1 -0.153
Cl 0.8831 -0.3308 7.2715 0.0 0.3 0.3 -0.045
Cl 1.0642 -7.3604 -5.3830 1.4 -0.3 -0.6 0.004
Cl -3.9450 -10.4683 -3.5058 -0.2 -0.2 0.0 -0.110
Cl -7.1660 -2.9648 3.6445 0.0 0.0 0.0 -0.163
Cl 0.0387 -2.8179 0.1696 0.0 -0.1 0.0 0.183
Cl -4.2534 -2.8548 3.3913 -0.2 -0.2 -0.3 -0.098
F -1.4513 4.5024 2.9805 0.2 0.2 -0.7 -0.190
F 0.3226 6.7208 0.8767 -0.1 -0.3 -0.1 -0.338
F -1.6142 4.9449 0.8021 0.3 -0.4 0.5 -0.130
O 3.4068 0.6139 1.3403 -0.3 -0.2 -0.7 -0.550
O 2.0018 1.7261 -0.6843 0.0 0.2 -0.1 -0.025
O -3.4998 0.1984 2.4456 1.5 -0.9 -0.9 -0.648
O -0.4341 0.3574 -0.1715 -0.3 0.4 0.4 0.789
O -3.8983 -0.7705 -1.7825 0.5 0.2 0.3 -0.459
N 1.3526 -0.9110 3.9960 -0.3 0.1 -0.3 0.280
N 0.4679 3.0075 0.3895 -0.4 0.0 -0.5 0.911
C 0.7811 3.3845 -2.0621 0.6 1.0 0.5 -1.288
C -5.6008 -11.1003 -3.5072 -0.1 0.0 0.0 -0.313
C 0.1645 5.9529 1.9831 0.1 0.3 1.2 0.672
C -0.8090 -7.2169 0.0848 0.0 0.0 -0.1 0.075
C -4.5244 4.7325 -0.7491 0.0 0.1 0.1 -0.469
C -1.1373 -0.0833 2.1089 -0.8 -0.5 -0.8 -0.497
C 2.6024 -1.3732 -2.7484 0.0 0.2 0.0 -1.247
C -0.3947 1.3529 -1.1681 0.2 -0.3 -0.8 0.144
C -2.5988 -0.4501 1.9106 -1.7 1.2 1.0 -0.015
C 2.1374 0.2773 1.9106 0.9 0.1 0.7 1.560
C 2.6640 -7.5880 -6.0927 -0.1 0.0 -0.1 -0.422
C -4.7451 8.3043 -4.6608 -0.1 0.0 0.0 0.050
C 1.4232 4.0918 0.7337 0.6 0.5 0.7 -1.566
C 1.8942 10.1921 5.4893 0.1 0.1 0.0 -0.125
C -1.8212 -2.3558 5.5722 0.0 0.2 -0.1 0.110
C 4.7092 -4.9072 -3.4151 0.0 0.0 -0.1 -0.086
C 4.6848 2.6098 -4.9810 -0.1 0.7 0.6 -1.307
C 0.9350 -3.9029 -0.9115 0.1 0.0 0.0 0.228
C 1.4002 1.5680 2.3156 -0.2 -0.8 -0.1 -2.167
C -0.8274 0.9567 1.0357 0.3 0.5 0.4 0.372
C 0.1733 2.0302 1.5090 0.3 -0.2 0.9 -0.909
C -2.0519 -7.7513 -3.3406 0.1 0.1 0.2 0.000
C 2.5641 0.9212 -1.7242 0.4 -0.4 0.0 -1.244
C 0.7923 2.3192 -0.9494 -0.4 -0.4 -0.5 1.059
C 2.6644 3.6533 -3.8128 0.2 0.4 0.7 -0.994
C 3.1760 -4.9579 6.9239 0.0 -0.1 0.1 -0.323
C -4.9314 -0.3045 -0.9464 -0.3 -0.5 -0.2 -0.358
C -3.0463 0.2579 -2.3010 -0.5 -1.2 0.4 0.673
C 2.4393 -0.5730 -1.4384 0.5 0.2 -0.9 1.277
C 4.1938 3.5556 -3.8708 -0.2 -0.1 -0.4 -0.530
C -1.6788 -0.3686 -2.5213 0.3 0.4 -0.8 -1.402
C -0.5114 0.6449 -2.5171 -0.5 -0.6 -0.1 -0.589
C -5.8016 -2.2306 2.8014 -0.1 0.1 -0.1 -0.098
C 2.4772 -0.5932 3.1295 -0.2 0.2 0.8 -1.858
C 2.1579 4.0002 -2.3921 -0.1 0.1 -0.5 -1.302
C 1.1888 4.8220 2.0692 -0.1 0.0 -0.8 -1.173
C 1.2107 1.2574 7.9835 0.0 0.0 0.0 -0.400
C -1.3014 5.4524 2.0320 -0.9 1.2 0.2 0.221
H -5.3040 -1.1676 -0.3966 0.0 -0.1 0.0 0.016
H 3.2323 -0.0512 3.7158 0.2 0.1 -0.1 0.359
H -3.0327 1.0886 -1.5902 0.1 -0.2 -0.2 -1.096
H 2.0684 5.0852 -2.3479 0.0 0.1 0.1 0.771
H 1.7106 -1.9460 -2.9945 -0.1 -0.1 -0.1 0.354
H 3.6258 1.1597 -1.7804 0.1 0.2 0.1 0.691
H 0.9506 4.1861 2.9144 -0.1 -0.1 0.0 0.539
H -5.9604 -11.1194 -2.4857 0.1 0.0 0.0 0.288
H 3.3374 -6.0253 6.8376 -0.1 0.0 -0.1 0.312
H -0.7246 1.3368 -3.3289 0.2 0.3 0.1 0.524
H -4.7403 7.4321 -4.0188 0.1 0.0 0.0 -0.030
H 2.8067 -0.7224 -3.6006 0.0 0.1 -0.1 0.329
H 1.4224 4.8667 -0.0264 -0.3 -0.2 -0.4 0.901
H 5.7021 -4.5471 -3.6558 0.0 0.1 0.0 0.335
H 0.5766 1.9915 7.5010 0.0 0.0 0.0 0.250
H 1.5890 -0.3408 1.2090 0.0 0.2 -0.3 -0.583
H 4.0047 2.6648 -5.8256 0.0 -0.2 -0.2 0.339
H -6.2193 -10.4512 -4.1154 0.0 0.0 -0.1 0.278
H -5.5482 8.9757 -4.3821 0.0 0.1 -0.1 0.283
H -1.9094 -2.5874 4.5187 0.0 -0.1 0.0 -0.143
H 2.9824 -6.6547 -6.5410 0.0 0.0 0.1 0.252
H 2.3627 4.4820 -4.4503 -0.2 -0.2 -0.4 0.516
H -1.5010 -1.2092 -1.8608 -0.1 0.1 0.4 0.160
H 1.8339 -3.3941 -1.2401 -0.1 0.0 0.0 -0.756
H -4.5675 5.1131 0.2653 0.1 0.0 0.0 0.219
H 1.4918 -0.7866 -0.9603 0.0 -0.1 0.2 -1.123
H 1.3389 -1.8768 4.2839 0.0 -0.1 0.0 0.038
H -2.1989 -7.2417 -2.3947 0.0 0.0 0.0 0.077
H 0.9953 1.2118 9.0441 0.1 -0.1 0.0 0.342
H 0.1455 4.2022 -1.7113 -0.3 -0.1 -0.1 0.375
H -0.5516 -0.9815 1.9446 0.4 0.1 0.3 -0.438
H 2.1644 2.3333 2.4092 0.0 0.2 -0.1 0.597
H 3.2853 -0.8255 -0.8070 -0.3 -0.1 0.5 0.833
H 4.5986 3.2362 -2.9112 0.0 -0.1 0.1 0.302
H 1.6735 11.1332 5.0004 0.0 0.0 0.1 0.299
H -0.3148 -7.9244 -0.5713 0.0 0.0 0.1 0.269
H 1.3338 -0.3568 4.8420 0.1 -0.1 -0.1 -0.198
H -3.4888 0.5640 -3.2503 0.1 0.6 0.0 0.599
H 2.2902 9.4791 4.7756 0.0 0.0 0.0 0.119
H 2.1635 1.1702 -2.7037 -0.4 0.2 0.0 0.085
H 4.6834 -5.9879 -3.4189 -0.1 0.0 0.0 0.088
H 2.1356 5.2933 2.3153 0.1 0.1 -0.1 0.645
H 3.4427 -2.0567 -2.6917 -0.1 -0.1 0.0 -0.035
H 2.6088 -8.3719 -6.8381 0.0 -0.1 0.0 0.364
H 1.1897 -4.8009 -0.3617 -0.1 0.0 0.0 0.430
H -4.5921 0.4214 -0.2079 0.1 0.2 0.0 0.210
H 2.4337 3.7009 0.7441 -0.1 -0.4 -0.1 0.514
H -5.7733 0.0743 -1.5308 0.0 0.3 0.0 0.313
H -1.6713 -0.7845 -3.5296 0.0 -0.2 0.0 0.774
H -5.8187 -1.1598 2.9662 0.1 0.0 0.1 0.182
H -1.0119 0.3212 3.1050 0.1 -0.1 0.2 0.547
H 4.0107 -4.4873 7.4287 0.0 0.1 0.0 0.276
H 5.6724 2.9312 -5.2959 0.2 -0.3 -0.2 0.401
H -1.7756 1.4992 0.9043 0.0 0.2 -0.4 0.491
H 4.7368 1.6023 -4.5792 0.0 -0.2 -0.3 0.247
H -2.8795 -1.2776 1.2355 0.3 0.0 0.0 0.708
H 1.0342 1.4161 3.3318 -0.2 0.0 0.0 1.000
H 4.5799 4.5609 -4.0329 0.1 0.1 0.0 0.516
H -1.0647 -6.3118 -0.4553 0.0 0.1 0.1 -0.006
H 2.9602 -1.5067 2.7944 0.0 -0.1 -0.2 0.538
H 0.3325 3.0463 -2.9868 -0.1 -0.4 0.1 0.614
H 0.3676 0.0783 -2.8058 0.2 0.1 0.2 0.165
H 2.9133 3.7424 -1.6548 0.0 -0.3 0.1 0.391
H -0.4324 2.5960 2.2133 0.0 0.3 0.0 0.578
H -0.4245 3.4704 0.1943 0.0 0.0 0.1 0.468
H -5.8846 -2.4544 1.7444 0.0 -0.1 0.0 0.169
H -5.5223 4.5902 -1.1455 0.0 -0.1 -0.1 0.411
H -3.0015 -8.0455 -3.7578 -0.1 -0.1 -0.1 0.309
H 3.9731 0.9254 2.0494 0.1 -0.1 0.2 0.566
H 2.1761 2.7550 -4.1887 0.1 -0.2 0.0 0.438
H -1.8642 -1.2822 5.7260 0.0 0.0 0.1 0.197
H -1.2826 1.9912 -1.1039 -0.2 0.1 0.2 -1.151



Record 4
74
Properties=species:S:1:pos:R:3:forces:R:3:mulliken_charge:R:1 method="wB97M-V/def2-TZVPD" homo_ev=-4.339 gap_ev=2.630 multiplicity=1 charge=-1 de_lowest_ev=1.978
Nb 0.4229 0.8578 2.1100 -2.0 -0.7 1.3 -0.148
Ca 4.5241 2.6261 -1.2283 -1.6 -0.2 -0.4 1.615
K 4.6393 -2.6738 4.8971 6.5 -0.9 0.7 1.000
Cl 5.3299 0.2939 2.6286 0.4 0.2 -0.6 -0.659
Cl 6.2440 6.9604 -4.4926 0.0 0.0 0.0 -0.094
Cl -6.2798 -1.4448 1.9968 -0.5 -1.1 -0.4 0.027
Cl -6.4257 -4.3259 2.2169 0.0 0.0 0.0 -0.133
Cl -3.1014 1.6596 5.6058 0.1 0.0 2.8 -0.619
Cl -8.7400 -2.8148 1.3569 0.0 0.0 0.1 -0.146
Cl 6.5331 4.5780 -2.8227 0.1 -0.2 0.3 -0.106
Cl -6.4562 -3.0865 -0.3840 0.1 0.0 0.1 -0.022
S 1.0907 2.1504 -1.4203 0.2 -0.1 0.3 -0.135
S -1.8124 1.7239 1.1377 -1.8 0.7 -0.4 0.907
P 0.3855 -1.4589 0.9225 0.8 -0.9 -1.1 0.664
P 1.9485 1.7845 0.2639 -0.5 -1.0 -0.2 0.505
F -3.0200 1.6555 3.3947 0.0 -0.5 -3.3 -0.240
F -4.8876 -4.1765 -2.8894 -0.1 -0.1 0.0 -0.351
F -3.0614 -5.2435 -3.7406 0.0 -0.1 0.0 -0.336
F -4.8634 2.6182 1.8224 0.1 0.4 -0.6 -0.221
F -5.4536 0.7057 2.5647 0.4 0.9 0.2 -0.312
F -3.0054 -0.2890 2.4012 0.0 -0.5 -0.4 -0.227
F -4.8844 0.8749 0.5052 0.2 0.2 -0.6 -0.219
O -2.0864 1.2833 -0.2116 0.5 -1.1 -0.4 -0.580
O 0.5420 4.1955 2.6051 0.7 0.4 -0.2 -0.465
O 3.1010 5.9809 -3.1897 0.1 0.1 -0.2 -0.459
O 2.1330 5.6626 -1.2953 0.0 0.5 0.5 -0.610
O 2.5106 -1.6089 -3.2736 0.2 -0.1 -0.3 -0.512
O 2.8935 3.2180 0.6778 1.7 -0.7 -1.0 -0.795
O -5.5917 -8.4048 -2.1756 -0.1 -0.2 -0.1 -0.634
O 2.1189 -0.5797 4.3826 0.9 -0.7 0.0 -0.463
O 3.2198 0.6617 -0.0669 1.2 2.2 -0.5 -0.740
O 1.8465 -2.1115 0.5735 -0.2 -0.3 0.4 -0.538
O 0.9201 2.9326 4.5418 0.4 -0.4 -0.4 -0.313
O -1.9561 3.1739 1.2200 0.6 0.5 0.8 -0.658
O -5.2090 -5.8726 -4.5146 0.0 -0.2 0.4 -0.472
O -6.4501 -7.6938 -4.9047 -0.1 -0.2 0.1 -0.628
O 3.2555 4.0752 -2.1890 1.0 0.2 -0.3 -0.453
O -0.4162 -1.4963 -0.3012 -0.3 0.6 -0.6 -0.500
O -4.5153 -6.4464 -2.3091 -0.2 0.0 -0.4 -0.396
O -0.2979 -2.4890 1.9976 0.9 0.7 0.3 -0.528
N 2.8477 5.2831 -2.2544 -0.4 -0.3 0.6 0.705
C -4.6048 1.3306 1.7018 -0.5 -0.8 1.5 0.424
C -5.2885 -7.4055 -2.7706 0.2 -0.1 0.6 0.590
C 7.2686 5.5986 -4.0980 0.0 0.3 -0.4 -0.399
C 2.2701 0.2340 3.2275 -1.3 0.8 0.6 -0.321
C 0.8797 -0.4531 -4.6636 0.2 0.0 -0.1 -0.834
C 1.1845 -1.6780 -3.8236 -0.1 0.3 0.3 -0.005
C 2.3063 -1.9305 4.0977 -0.6 -0.8 0.8 -1.144
C -5.7370 -7.0345 -4.1961 -0.1 0.2 -0.6 0.608
C -6.9646 -2.9146 1.2900 0.1 0.1 -0.1 0.347
C -3.1794 1.0109 2.1921 0.3 1.6 0.8 0.551
B -4.3885 -5.3870 -3.3585 0.4 0.7 0.1 0.604
B 0.6425 2.9415 3.2108 0.4 0.9 -0.6 0.609
Li 1.7421 5.8320 0.5560 -0.1 -0.5 -0.4 0.954
H -0.6741 -1.9332 2.6958 -0.3 -0.2 0.2 0.297
H 8.2203 5.9606 -3.7302 0.0 -0.1 0.2 0.302
H 2.5519 -0.8196 -2.7278 -0.2 0.0 0.2 0.242
H 3.6395 2.8909 1.2088 -0.4 0.3 1.1 0.378
H -0.5397 0.1392 3.4685 0.5 -0.3 -0.3 0.121
H 7.4091 4.9879 -4.9811 -0.1 -0.1 0.1 0.295
H 2.5626 -1.6470 1.0139 0.1 0.2 0.0 0.247
H 3.9323 0.8325 0.5847 0.0 -1.2 0.9 0.164
H -0.1229 -0.5110 -5.0871 0.0 0.0 0.0 0.346
H 2.6935 1.1550 3.6303 0.1 0.2 -0.2 0.358
H 3.1374 -2.3548 4.7129 -6.3 1.8 -1.4 0.580
H 0.9510 0.4553 -4.0589 -0.1 0.0 0.0 0.067
H 3.0142 -0.1830 2.5551 0.0 0.0 -0.1 0.197
H 1.4130 -2.4737 4.4138 -0.1 -0.2 -0.4 0.319
H 1.4441 3.7176 4.7366 -0.3 0.3 0.4 0.250
H 0.4672 -1.7703 -3.0044 -0.1 -0.1 -0.1 0.129
H 1.1331 -2.5798 -4.4299 0.1 -0.1 0.1 0.310
H 2.5485 -2.1663 3.0424 -0.3 0.1 0.4 0.239
H 0.4464 4.0424 1.6622 -0.7 -0.2 -0.1 0.189
H 1.6023 -0.3579 -5.4786 0.0 -0.1 0.0 0.282



Asked for lowest unoccupied orbital energy across the records above, the calculation gives -0.996 0.087 -2.239 -1.709 eV in order.